The following is a quantum chemistry calculation of a molecular structure, C52H63O4Pt, from the Open Molecules 2025 dataset.

Properties
**Gap between HOMO and LUMO**: 7.00 eV
**Strongest force on any atom**: 0.7 eV/A
**E_LUMO**: 0.093 Eh
**Total charge**: -1
**E_HOMO**: -4.47 eV

Geometry as XYZ:
```
120
C52H63O4Pt ωB97M-V/def2-TZVPD
Pt 0.65 -0.13 0.61
C 4.53 2.20 0.25
O 3.42 1.33 0.17
C 2.99 1.13 -1.13
C 2.17 2.08 -1.75
C 1.53 3.19 -0.96
C 0.03 3.14 -1.06
C -0.60 3.85 -2.07
C -1.97 3.84 -2.25
C -2.72 3.11 -1.33
C -2.13 2.41 -0.29
C -3.03 1.77 0.74
C -2.90 0.29 1.05
C -3.33 -0.15 2.30
C -3.14 -1.46 2.73
C -2.42 -2.31 1.90
C -1.97 -1.91 0.65
C -1.02 -2.79 -0.12
C 0.43 -2.64 0.32
C 0.90 -3.40 1.39
C 2.24 -3.42 1.75
C 3.12 -2.66 0.98
C 2.72 -1.92 -0.12
C 3.79 -1.24 -0.95
C 3.30 -0.07 -1.77
C 2.98 -0.22 -3.11
C 2.27 0.75 -3.80
C 1.85 1.87 -3.09
C 1.81 0.59 -5.25
C 0.28 0.55 -5.28
C 2.31 1.77 -6.08
C 2.33 -0.71 -5.88
C 1.34 -1.88 -0.50
O 0.87 -1.17 -1.48
C 2.68 -4.25 2.95
C 4.14 -4.01 3.31
C 1.82 -3.89 4.17
C 2.49 -5.74 2.63
C -2.32 -0.64 0.19
O -1.99 -0.28 -1.10
C -3.08 -0.29 -1.99
C -3.68 -1.89 4.10
C -5.21 -1.78 4.08
C -3.12 -0.97 5.19
C -3.30 -3.33 4.44
C -0.73 2.38 -0.16
O -0.17 1.74 0.87
C -2.59 4.59 -3.43
C -4.12 4.51 -3.42
C -2.09 3.97 -4.74
C -2.18 6.07 -3.38
H 5.38 1.80 -0.31
H 4.78 2.29 1.31
H 4.28 3.19 -0.15
H 1.86 4.17 -1.34
H 1.84 3.11 0.09
H 0.03 4.43 -2.74
H -3.80 3.09 -1.39
H -4.07 1.98 0.45
H -2.87 2.29 1.69
H -3.80 0.57 2.96
H -2.16 -3.30 2.23
H -1.06 -2.59 -1.19
H -1.30 -3.83 0.07
H 0.18 -3.99 1.95
H 4.17 -2.64 1.23
H 4.21 -1.99 -1.63
H 4.60 -0.94 -0.28
H 3.21 -1.16 -3.58
H 1.19 2.59 -3.56
H -0.16 1.45 -4.86
H -0.09 -0.29 -4.70
H -0.08 0.44 -6.31
H 1.90 2.71 -5.71
H 2.01 1.65 -7.12
H 3.40 1.84 -6.04
H 1.97 -1.58 -5.35
H 3.42 -0.74 -5.89
H 1.98 -0.77 -6.91
H 4.32 -2.96 3.54
H 4.81 -4.31 2.51
H 4.40 -4.60 4.20
H 1.94 -2.84 4.42
H 2.11 -4.49 5.03
H 0.76 -4.06 3.98
H 3.05 -6.02 1.74
H 1.45 -5.98 2.46
H 2.85 -6.35 3.46
H -3.87 0.40 -1.67
H -3.50 -1.29 -2.08
H -2.69 0.04 -2.96
H -5.53 -0.77 3.86
H -5.62 -2.06 5.05
H -5.63 -2.44 3.32
H -3.41 0.07 5.04
H -2.03 -1.02 5.21
H -3.49 -1.29 6.17
H -3.69 -4.03 3.71
H -3.71 -3.59 5.42
H -2.22 -3.45 4.49
H -4.47 3.49 -3.52
H -4.52 5.08 -4.27
H -4.54 4.93 -2.51
H -2.37 2.92 -4.81
H -1.00 4.02 -4.80
H -2.50 4.50 -5.60
H -2.47 6.52 -2.43
H -2.67 6.62 -4.19
H -1.11 6.19 -3.49
C 1.62 0.15 5.29
C 2.64 0.11 4.35
C 2.35 0.01 2.99
C 1.03 -0.03 2.53
C 0.01 0.04 3.49
C 0.31 0.12 4.85
H 1.85 0.23 6.35
H 3.68 0.15 4.67
H 3.16 0.00 2.28
H -1.02 0.06 3.17
H -0.50 0.17 5.58
```

=====

The following is a quantum chemistry calculation of a molecular structure, C52H67AsKNOP2 at a distorted geometry, from the Open Molecules 2025 dataset.

Properties
**Gap between HOMO and LUMO**: 5.38 eV
**Strongest force on any atom**: 3.7 eV/A
**E_LUMO**: -0.006 Eh
**E_HOMO**: -5.54 eV

Geometry as XYZ:
```
125
C52H67AsKNOP2 ωB97M-V/def2-TZVPD
K 1.37 -0.78 1.34
C 2.82 0.06 4.05
C 3.87 -0.23 3.19
C 4.11 0.92 2.45
C 3.23 1.92 2.88
C 2.37 1.39 3.85
C 1.42 2.20 4.68
C 1.31 1.50 6.06
C 1.94 3.65 4.99
C 0.02 2.26 4.00
C 5.20 1.28 1.47
C 6.19 2.22 2.14
C 4.49 2.12 0.36
C 5.91 0.11 0.77
C 4.65 -1.58 3.45
C 4.58 -2.51 2.22
C 3.81 -2.41 4.46
C 6.04 -1.32 4.11
H 2.35 -0.64 4.71
H 3.17 2.91 2.46
H 2.20 1.52 6.64
H 0.89 0.50 6.01
H 0.63 2.11 6.66
H 2.91 3.60 5.51
H 1.25 4.23 5.60
H 2.09 4.16 4.04
H -0.41 1.27 3.86
H 0.15 2.68 2.96
H -0.64 2.84 4.64
H 5.67 3.04 2.64
H 6.90 2.58 1.36
H 6.76 1.68 2.93
H 3.83 2.92 0.69
H 3.88 1.42 -0.22
H 5.30 2.52 -0.27
H 6.55 -0.47 1.43
H 6.64 0.69 0.11
H 5.22 -0.52 0.22
H 3.55 -2.83 1.98
H 5.07 -3.37 2.65
H 5.14 -2.14 1.38
H 2.79 -2.63 4.08
H 3.72 -1.97 5.50
H 4.21 -3.48 4.59
H 6.74 -0.78 3.48
H 6.44 -2.31 4.29
H 5.95 -0.89 5.10
C -4.18 0.79 -1.83
N -3.81 0.40 -3.21
C -2.50 -0.12 -3.57
P -0.98 0.44 -2.59
C 0.21 0.04 -3.90
C 1.31 0.87 -4.21
C 2.34 0.42 -5.04
C 2.35 -0.88 -5.58
C 1.27 -1.69 -5.29
C 0.30 -1.24 -4.44
C -1.05 2.28 -2.87
C -1.27 2.80 -4.16
C -1.29 4.20 -4.35
C -0.99 5.05 -3.32
C -0.72 4.50 -2.05
C -0.68 3.18 -1.85
C -4.65 0.84 -4.27
C -4.75 0.03 -5.38
C -5.58 0.46 -6.39
C -6.21 1.68 -6.39
C -6.15 2.50 -5.23
C -5.39 2.08 -4.16
P -3.34 -0.17 -0.44
C -4.40 -1.69 -0.31
C -5.00 -2.36 -1.36
C -5.78 -3.47 -1.21
C -5.85 -4.13 0.01
C -5.32 -3.50 1.11
C -4.61 -2.29 0.96
C -3.96 0.80 0.93
C -5.28 0.87 1.31
C -5.72 1.85 2.22
C -4.78 2.70 2.77
C -3.43 2.62 2.45
C -3.01 1.75 1.51
H -5.28 0.65 -1.71
H -3.99 1.88 -1.64
H -2.35 0.14 -4.63
H -2.35 -1.20 -3.40
H 1.42 1.93 -3.91
H 3.15 1.16 -5.18
H 3.23 -1.21 -6.14
H 1.18 -2.66 -5.66
H -0.54 -1.89 -4.11
H -1.47 2.02 -4.91
H -1.53 4.63 -5.33
H -0.97 6.17 -3.44
H -0.40 5.17 -1.25
H -0.27 2.73 -0.95
H -4.27 -0.95 -5.46
H -5.56 -0.11 -7.34
H -6.91 1.94 -7.17
H -6.60 3.50 -5.24
H -5.19 2.74 -3.26
H -4.70 -1.95 -2.38
H -6.23 -3.94 -2.13
H -6.37 -5.07 0.15
H -5.48 -3.94 2.13
H -4.32 -1.74 1.82
H -5.93 0.06 0.96
H -6.76 2.03 2.46
H -5.11 3.31 3.61
H -2.74 3.24 2.94
H -1.94 1.75 1.19
C -0.50 -5.33 -0.39
As 1.24 -4.61 0.05
C 2.10 -5.74 1.46
C 2.42 -4.63 -1.50
O 1.44 -3.00 0.60
H -0.88 -5.87 0.47
H -0.25 -6.00 -1.25
H -1.13 -4.51 -0.74
H 2.95 -6.39 1.13
H 1.31 -6.45 1.82
H 2.43 -5.06 2.29
H 1.82 -4.20 -2.35
H 2.62 -5.64 -1.71
H 3.31 -4.05 -1.25
```

=====

The following is a quantum chemistry calculation of a molecular structure, C52H68AsN7O3SiTeTi at a distorted geometry, from the Open Molecules 2025 dataset.

Properties
**Gap between HOMO and LUMO (alpha / beta)**: 4.72 / 4.71 eV
**Strongest force on any atom**: 2.1 eV/A
**E_LUMO (alpha / beta)**: -0.025 / -0.025 Eh
**E_HOMO (alpha / beta)**: -5.40 / -5.40 eV

Geometry as XYZ:
```
134
C52H68AsN7O3SiTeTi ωB97M-V/def2-TZVPD
Ti 0.27 0.91 0.60
C 0.71 -1.44 4.23
C 0.90 -0.46 3.11
N -0.07 -0.15 2.23
N -1.30 -0.75 2.36
C -2.06 -0.39 1.38
O -1.62 0.38 0.40
C -3.45 -0.93 1.38
C -4.52 -0.17 0.93
C -5.80 -0.71 0.87
C -6.02 -2.02 1.29
C -4.96 -2.77 1.79
C -3.69 -2.23 1.85
C 2.07 0.28 2.90
C 3.24 0.15 3.69
C 4.31 0.96 3.45
C 4.25 1.91 2.40
C 3.11 1.98 1.66
N 2.02 1.19 1.85
H -0.24 -1.95 4.10
H 1.51 -2.19 4.24
H 0.70 -0.94 5.20
H -4.35 0.86 0.65
H -6.62 -0.10 0.50
H -7.02 -2.44 1.23
H -5.13 -3.78 2.13
H -2.85 -2.81 2.23
H 3.26 -0.58 4.48
H 5.20 0.88 4.06
H 5.08 2.57 2.18
H 3.02 2.72 0.87
C -2.45 3.34 1.24
Si -0.54 3.37 1.11
C -0.20 4.70 -0.28
C -0.66 6.11 0.10
C 1.30 4.76 -0.62
C -0.93 4.31 -1.56
C -0.06 4.11 2.86
C -0.98 5.24 3.35
C -0.19 2.96 3.86
C 1.38 4.64 2.92
H -2.92 3.74 0.34
H -2.83 3.90 2.09
H -2.80 2.31 1.35
H -0.04 6.54 0.90
H -1.71 6.12 0.43
H -0.57 6.78 -0.77
H 1.93 4.88 0.27
H 1.51 5.62 -1.29
H 1.62 3.86 -1.14
H -2.02 4.38 -1.45
H -0.70 3.29 -1.87
H -0.64 4.99 -2.38
H -1.99 4.88 3.56
H -1.06 6.07 2.65
H -0.58 5.64 4.29
H -1.20 2.53 3.86
H 0.02 3.31 4.88
H 0.51 2.15 3.64
H 1.54 5.47 2.22
H 2.10 3.86 2.71
H 1.59 5.03 3.93
N -0.40 0.11 -4.60
C 0.43 0.60 -3.63
C -0.01 0.72 -2.30
N 0.80 1.17 -1.34
C 2.06 1.44 -1.71
C 2.47 1.31 -3.01
N 1.67 0.90 -4.00
H -1.39 0.07 -4.44
H -0.07 0.21 -5.55
H -1.03 0.51 -2.04
H 2.74 1.80 -0.95
H 3.49 1.57 -3.29
C -5.45 2.59 -1.66
Te -3.63 1.53 -1.96
C -3.64 1.89 -4.07
H -5.36 3.58 -2.12
H -5.60 2.71 -0.58
H -6.29 2.05 -2.09
H -4.36 2.68 -4.28
H -3.92 0.99 -4.62
H -2.65 2.22 -4.40
C 2.97 -4.58 -3.32
C 2.15 -5.34 -2.50
C 1.19 -4.74 -1.70
C 1.03 -3.35 -1.71
C 1.87 -2.59 -2.53
C 2.83 -3.20 -3.34
As -0.38 -2.38 -0.74
C -1.04 -3.88 0.33
C -0.38 -4.05 1.55
C -0.70 -5.11 2.39
C -1.71 -6.00 2.03
C -2.38 -5.83 0.82
C -2.05 -4.77 -0.02
C -1.70 -2.48 -2.22
C -1.37 -2.73 -3.55
C -2.35 -2.75 -4.54
C -3.68 -2.51 -4.22
C -4.02 -2.26 -2.90
C -3.04 -2.24 -1.91
H 3.72 -5.06 -3.95
H 2.26 -6.42 -2.48
H 0.55 -5.35 -1.08
H 1.76 -1.51 -2.55
H 3.45 -2.58 -3.98
H 0.40 -3.35 1.84
H -0.18 -5.23 3.33
H -1.96 -6.83 2.68
H -3.16 -6.52 0.53
H -2.57 -4.66 -0.96
H -0.34 -2.91 -3.84
H -2.06 -2.95 -5.57
H -4.43 -2.51 -4.99
H -5.06 -2.08 -2.62
H -3.33 -2.04 -0.89
O 2.93 -2.57 1.31
C 3.02 -1.64 0.38
O 2.12 -0.85 0.18
C 4.31 -1.68 -0.44
N 5.17 -2.77 0.08
C 6.49 -2.21 0.45
C 6.19 -0.75 0.75
C 5.13 -0.39 -0.29
H 4.00 -1.85 -1.46
H 5.25 -3.54 -0.57
H 3.80 -3.04 1.26
H 7.21 -2.28 -0.38
H 6.90 -2.75 1.30
H 7.09 -0.13 0.67
H 5.79 -0.63 1.76
H 5.60 -0.13 -1.24
H 4.49 0.44 0.02
```

=====

For reference, ΔE to the lowest compared entry with this formula, charge and spin by record: 0.00 0.00 1.59 kcal/mol.